Record 1
Density functional theory data (wB97M-V/def2-TZVPD) for a molecular structure, C30H28MnN2O5S2 in a non-equilibrium geometry.

Atoms and positions in Å:
1 Mn -1.086 -1.069 -0.129
2 O -0.361 -4.781 3.557
3 C -0.427 -5.496 2.422
4 C -0.225 -6.872 2.492
5 C -0.315 -7.652 1.355
6 C -0.593 -7.075 0.119
7 C -0.769 -5.708 0.037
8 C -0.692 -4.902 1.175
9 C -0.875 -3.458 1.040
10 O -0.975 -2.933 -0.140
11 N -0.933 -2.703 2.120
12 N -1.105 -1.393 1.778
13 C -1.089 -0.521 2.730
14 C -1.245 0.886 2.528
15 C -1.168 1.755 3.630
16 C -1.294 3.119 3.485
17 C -1.503 3.665 2.219
18 C -1.586 2.844 1.109
19 C -1.462 1.452 1.232
20 O -1.526 0.699 0.170
21 H -0.582 -3.843 3.332
22 H -0.007 -7.310 3.457
23 H -0.174 -8.723 1.433
24 H -0.675 -7.689 -0.768
25 H -0.970 -5.223 -0.908
26 H -0.949 -0.897 3.741
27 H -1.004 1.320 4.610
28 H -1.240 3.766 4.351
29 H -1.601 4.737 2.104
30 H -1.739 3.253 0.118
31 O -1.472 -0.995 -2.158
32 S -1.316 -0.279 -3.468
33 C 0.457 0.200 -3.537
34 C 0.869 1.088 -2.374
35 C 2.389 1.133 -2.173
36 C 3.000 -0.157 -1.635
37 S 2.605 -0.606 0.118
38 O 1.125 -0.743 0.195
39 C 3.021 0.975 0.860
40 C 4.357 1.291 1.068
41 C 4.681 2.531 1.593
42 C 3.676 3.433 1.922
43 C 2.342 3.085 1.752
44 C 2.011 1.849 1.219
45 C -2.074 1.341 -3.298
46 C -3.081 1.488 -2.357
47 C -3.759 2.692 -2.269
48 C -3.455 3.732 -3.138
49 C -2.460 3.569 -4.093
50 C -1.770 2.372 -4.181
51 H 0.642 0.650 -4.515
52 H 0.952 -0.772 -3.502
53 H 0.399 0.720 -1.466
54 H 0.502 2.102 -2.533
55 H 2.624 1.956 -1.497
56 H 2.877 1.360 -3.127
57 H 4.091 -0.120 -1.671
58 H 2.667 -1.033 -2.195
59 H 5.133 0.572 0.826
60 H 5.718 2.792 1.761
61 H 3.930 4.407 2.319
62 H 1.550 3.767 2.034
63 H 0.976 1.561 1.088
64 H -3.310 0.675 -1.685
65 H -4.521 2.823 -1.512
66 H -3.997 4.666 -3.076
67 H -2.222 4.377 -4.772
68 H -0.990 2.250 -4.923

Forces on the atoms, in the same order (eV/Å):
Mn 0.70 0.19 0.14
O 0.04 -0.25 0.10
C -0.08 0.19 -0.05
C 0.02 -0.16 0.06
C 0.00 0.07 0.05
C -0.02 -0.04 -0.07
C 0.04 0.06 0.10
C 0.06 -0.34 0.04
C -0.09 1.04 -0.54
O -0.02 -1.76 0.05
N 0.02 -0.76 0.32
N 0.28 0.65 0.33
C -0.06 -0.84 -0.17
C -0.06 1.02 -0.26
C -0.02 -0.27 -0.17
C 0.02 0.15 0.29
C -0.02 -0.19 -0.24
C -0.02 0.35 0.20
C 0.13 -0.82 0.28
O -0.52 1.62 -0.45
H 0.03 0.08 -0.02
H -0.02 0.02 0.00
H 0.02 0.00 0.00
H 0.02 0.00 0.00
H -0.02 0.00 -0.01
H -0.03 0.04 0.06
H 0.00 0.05 0.02
H 0.02 -0.03 0.00
H 0.00 0.00 -0.01
H -0.01 -0.03 -0.02
O -0.14 -0.09 -0.08
S 0.56 0.23 -0.03
C -0.47 0.06 0.18
C 0.13 0.02 0.03
C -0.13 -0.11 -0.01
C -0.09 0.06 0.38
S 0.03 0.24 -0.53
O -0.38 -0.04 0.09
C 0.01 -0.05 0.00
C -0.03 -0.11 -0.06
C 0.04 0.05 0.03
C -0.10 -0.01 -0.01
C 0.09 0.06 0.03
C -0.14 -0.11 -0.07
C -0.13 0.00 -0.05
C 0.11 -0.14 0.06
C -0.01 0.18 -0.07
C -0.02 -0.08 0.06
C -0.01 0.06 -0.03
C 0.13 -0.14 0.01
H -0.01 -0.05 -0.01
H -0.04 -0.04 -0.09
H -0.09 0.07 0.09
H -0.01 0.01 -0.04
H 0.07 0.03 0.00
H 0.04 0.01 0.02
H 0.00 -0.06 0.01
H 0.08 -0.08 0.03
H 0.02 0.03 0.00
H 0.00 0.00 -0.03
H 0.03 -0.03 0.04
H 0.00 0.00 -0.01
H 0.03 0.00 -0.04
H 0.04 -0.01 0.06
H -0.02 -0.03 -0.02
H 0.03 0.01 0.02
H 0.01 -0.02 0.00
H -0.03 0.02 -0.03

Summary:
LUMO level (spin up / spin down), eV: 0.21 / 0.21
E_tot, eV: -97771.8443
Expectation value of S²: 0.763
2S+1: 2



Record 2
Density functional theory data (wB97M-V/def2-TZVPD) for a molecular structure, C30H28N2SiV in a non-equilibrium geometry.

Atoms and positions in Å:
1 C 0.950 1.803 1.407
2 C -0.049 2.311 0.505
3 C -1.269 2.472 1.246
4 H 0.119 2.593 -0.533
5 C -1.031 2.025 2.584
6 C 0.338 1.614 2.683
7 H 0.857 1.350 3.604
8 H 2.008 1.688 1.166
9 H -2.198 2.883 0.861
10 H -1.707 2.156 3.420
11 V -0.699 0.286 1.205
12 C -1.356 -1.238 0.043
13 H -2.478 -1.080 0.177
14 H -0.702 -1.729 0.863
15 H -1.318 -2.180 -0.552
16 Si -0.120 0.830 -3.146
17 C 1.367 -0.258 -3.446
18 C 2.357 0.676 -3.836
19 H 2.033 1.687 -4.104
20 C 3.695 0.346 -3.847
21 H 4.411 1.123 -4.054
22 C 4.045 -0.976 -3.613
23 H 5.072 -1.245 -3.671
24 C 3.095 -1.939 -3.313
25 H 3.374 -2.973 -3.162
26 C 1.742 -1.584 -3.185
27 H 0.989 -2.325 -2.908
28 C -1.922 1.381 -3.322
29 C -1.848 1.998 -4.588
30 H -1.061 1.752 -5.304
31 C -2.424 3.245 -4.760
32 H -2.073 3.860 -5.577
33 C -3.334 3.717 -3.832
34 H -3.848 4.650 -4.025
35 C -3.562 3.001 -2.659
36 H -4.242 3.410 -1.925
37 C -2.856 1.827 -2.369
38 H -2.963 1.336 -1.398
39 H -0.036 0.857 -1.681
40 H 0.494 2.073 -3.281
41 C 3.074 -1.840 0.907
42 C 2.152 -0.818 0.717
43 N 1.014 -0.774 1.445
44 C 0.747 -1.681 2.451
45 C 1.738 -2.623 2.788
46 C 2.885 -2.733 1.964
47 C 1.464 -3.358 3.988
48 C 0.322 -3.160 4.757
49 C -0.736 -2.253 4.370
50 C -1.942 -1.947 5.061
51 C -2.908 -1.107 4.509
52 C -2.648 -0.524 3.271
53 N -1.449 -0.689 2.674
54 C -0.500 -1.569 3.165
55 H 3.926 -1.891 0.241
56 H 2.339 -0.012 0.000
57 H 3.616 -3.510 2.160
58 H 2.198 -4.091 4.334
59 H 0.160 -3.705 5.699
60 H -2.096 -2.389 6.041
61 H -3.853 -0.874 5.021
62 H -3.357 0.125 2.764

Forces on the atoms, in the same order (eV/Å):
C -0.97 1.36 -0.23
C 0.22 0.75 0.81
C 0.56 -0.07 0.02
H -0.15 -0.22 0.40
C 0.86 1.09 -0.48
C -0.29 1.30 -0.17
H -0.24 -0.23 -0.35
H -0.58 -0.12 0.16
H 0.23 -0.14 0.07
H -0.02 -0.37 -0.18
V 0.53 1.34 -2.34
C 0.43 -1.97 -0.25
H 1.10 -0.30 0.68
H -2.38 0.02 -0.95
H 0.03 1.26 -0.85
Si -1.17 -0.95 3.11
C 0.27 0.10 -1.15
C -0.27 -0.15 0.04
H 0.55 -0.50 0.12
C -0.35 -0.33 -0.02
H 0.33 -0.10 -0.16
C -0.02 0.23 0.11
H 0.70 -0.30 -0.03
C -0.94 0.11 0.22
H 0.14 0.02 0.01
C 0.07 0.43 -0.25
H 0.28 0.18 -0.08
C 0.22 -1.06 -1.58
C 0.17 1.38 0.86
H -0.26 -0.35 0.08
C -0.24 -0.23 -0.47
H -0.45 0.02 -0.26
C 0.02 -0.07 0.18
H 0.07 0.08 0.22
C -0.09 -0.27 0.07
H -0.18 -0.09 0.01
C 0.69 0.28 -0.55
H 0.15 0.15 -0.29
H -0.06 -0.39 0.51
H 0.49 1.73 -0.78
C -0.03 -0.57 0.77
C -1.31 -0.20 0.96
N 0.83 -1.54 0.04
C 1.68 0.54 -1.14
C -0.86 0.29 0.36
C -0.18 0.43 -0.38
C -0.87 -0.47 1.30
C 0.57 -0.37 -0.06
C 0.54 0.28 -0.87
C 0.05 -0.06 -0.13
C 0.16 -0.51 0.40
C 1.64 -0.33 -0.26
N -0.68 -1.59 2.75
C -1.40 0.94 0.54
H 0.03 -0.11 0.18
H -0.38 -0.47 0.09
H -0.07 0.09 0.04
H -0.23 0.22 -0.08
H 0.37 0.11 -0.54
H -0.08 0.00 -0.12
H 0.61 -0.29 -0.23
H 0.16 -0.04 0.12

Summary:
LUMO level (spin up / spin down), eV: -3.98 / -4.07
E_tot, eV: -68099.5811
Net charge: +1
Expectation value of S²: 2.024
2S+1: 3



Record 3
Density functional theory data (wB97M-V/def2-TZVPD) for a molecular structure, C30H28N5O9PrS2 in a non-equilibrium geometry.

Atoms and positions in Å:
1 Pr 0.360 1.226 0.359
2 C 3.431 -0.421 -2.221
3 C 3.609 -0.204 -0.760
4 N 2.689 0.226 0.067
5 C 3.304 0.376 1.305
6 C 4.607 -0.023 1.203
7 N 4.773 -0.388 -0.108
8 C 5.798 -0.180 2.087
9 O 5.689 0.174 3.348
10 O 6.809 -0.634 1.604
11 C 2.640 1.072 2.451
12 O 3.193 1.092 3.544
13 O 1.520 1.664 2.180
14 H 2.390 -0.259 -2.489
15 H 3.728 -1.426 -2.521
16 H 4.032 0.301 -2.775
17 H 5.662 -0.704 -0.470
18 H 4.759 0.517 3.541
19 O -0.682 3.251 0.052
20 S 0.137 3.745 -1.096
21 O -0.589 3.907 -2.316
22 N 1.395 2.743 -1.210
23 C 2.599 3.416 -0.910
24 O 3.696 2.917 -0.909
25 C 2.343 4.859 -0.571
26 C 3.277 5.808 -0.205
27 C 2.820 7.078 0.120
28 C 1.459 7.388 0.076
29 C 0.521 6.438 -0.301
30 C 1.006 5.183 -0.622
31 H 4.326 5.548 -0.170
32 H 3.526 7.840 0.420
33 H 1.129 8.382 0.345
34 H -0.534 6.671 -0.350
35 C -7.840 0.272 -0.494
36 C -6.343 0.295 -0.342
37 C -5.728 -0.308 0.746
38 C -4.348 -0.284 0.914
39 C -3.752 -0.941 2.136
40 C -3.570 0.344 -0.065
41 C -4.159 0.936 -1.188
42 C -3.351 1.638 -2.251
43 C -5.543 0.910 -1.296
44 C -2.099 0.427 0.142
45 O -1.281 0.100 -0.789
46 O -1.655 0.819 1.266
47 H -8.333 0.172 0.472
48 H -8.155 -0.569 -1.116
49 H -8.201 1.184 -0.970
50 H -6.336 -0.804 1.495
51 H -4.470 -1.640 2.565
52 H -3.498 -0.199 2.892
53 H -2.832 -1.480 1.911
54 H -2.870 2.536 -1.857
55 H -3.996 1.940 -3.074
56 H -2.560 1.001 -2.643
57 H -6.007 1.384 -2.154
58 N 0.355 -2.652 -0.732
59 C 0.389 -2.810 0.608
60 S 0.381 -1.538 1.697
61 N 0.384 -4.085 1.097
62 C 0.610 -5.325 0.466
63 C 0.001 -6.448 1.046
64 C 0.222 -7.705 0.533
65 C 1.051 -7.886 -0.571
66 C 1.665 -6.775 -1.142
67 C 1.461 -5.508 -0.637
68 H 0.073 -1.729 -1.048
69 H 0.026 -3.421 -1.296
70 H 0.241 -4.114 2.095
71 H -0.650 -6.308 1.901
72 H -0.257 -8.560 0.992
73 H 1.230 -8.875 -0.967
74 H 2.332 -6.907 -1.983
75 H 1.992 -4.672 -1.061

Forces on the atoms, in the same order (eV/Å):
Pr 1.62 -1.37 0.68
C 0.03 0.04 0.03
C 0.11 -0.21 -0.17
N 0.24 0.31 0.57
C 0.08 0.08 -0.18
C 0.11 -0.10 -0.03
N -0.08 0.00 -0.07
C -0.04 0.04 -0.04
O -0.47 0.14 0.06
O 0.04 0.02 0.06
C -0.23 0.19 0.04
O 0.30 -0.08 0.12
O 1.01 -0.34 0.74
H -0.01 -0.01 0.02
H -0.01 -0.01 0.02
H 0.00 0.01 0.00
H -0.04 0.01 0.02
H 0.21 -0.08 -0.11
O -0.08 1.13 -0.85
S 0.08 0.29 -0.29
O -0.16 0.13 0.02
N 0.57 1.10 -0.24
C -0.49 -0.09 -0.30
O 0.01 -0.15 -0.06
C -0.04 -0.15 -0.02
C 0.09 0.11 0.03
C -0.07 -0.01 0.00
C 0.07 0.02 0.01
C 0.09 -0.04 -0.09
C -0.12 0.25 0.21
H 0.00 0.00 0.02
H 0.00 0.01 0.00
H 0.01 0.01 -0.01
H -0.01 -0.02 0.02
C 0.04 -0.02 -0.01
C -0.04 0.02 0.01
C 0.02 0.00 -0.02
C -0.02 -0.03 0.05
C -0.01 0.04 -0.06
C 0.01 0.00 0.04
C 0.03 0.00 -0.12
C -0.01 -0.02 0.05
C -0.01 -0.02 -0.03
C -0.49 -0.46 0.48
O -0.73 -0.31 -0.44
O -1.49 -0.23 -0.26
H 0.00 0.00 0.00
H 0.01 -0.01 0.00
H 0.00 0.00 0.00
H -0.01 0.01 0.01
H 0.01 -0.01 0.01
H 0.00 0.02 0.00
H 0.00 0.00 -0.02
H 0.01 0.00 0.01
H -0.01 0.02 0.01
H -0.04 0.00 -0.01
H -0.01 0.01 0.01
N -0.04 0.35 -0.05
C -0.21 -0.53 0.11
S 0.03 -0.27 0.06
N 0.14 0.59 -0.03
C 0.07 -0.64 -0.30
C 0.08 0.65 -0.13
C 0.18 -0.39 -0.29
C -0.02 0.35 0.12
C -0.07 -0.57 -0.05
C -0.41 0.47 0.65
H -0.01 -0.27 0.11
H 0.06 -0.09 -0.03
H 0.11 0.01 -0.02
H -0.02 -0.01 0.02
H -0.01 -0.01 0.02
H -0.01 -0.03 -0.02
H 0.01 0.02 -0.02
H 0.03 0.15 -0.05

Summary:
LUMO level (spin up / spin down), eV: 0.03 / 0.03
E_tot, eV: -93189.5279
Expectation value of S²: 2.002
2S+1: 3